{"formula": "C28H58BrGaIO29S7", "method": "the ωB97M-V functional and the def2-TZVPD basis", "homo_energy_ha": -0.1696, "gap_ev": 6.02, "lumo_ev": 1.41, "charge": -1, "spin_multiplicity": 1, "e_tot_ev": -295714.926, "mol_weight_g_mol": 1359.74, "symbols": ["C", "C", "C", "I", "Ga", "C", "C", "C", "C", "Br", "C", "C", "C", "C", "C", "C", "O", "C", "H", "H", "H", "H", "H", "H", "H", "H", "H", "H", "H", "H", "H", "H", "H", "H", "H", "H", "H", "H", "H", "H", "H", "H", "H", "H", "H", "H", "H", "H", "C", "C", "O", "S", "O", "O", "O", "H", "H", "H", "H", "C", "C", "O", "S", "O", "O", "O", "H", "H", "H", "H", "C", "C", "O", "S", "O", "O", "O", "H", "H", "H", "H", "C", "C", "O", "S", "O", "O", "O", "H", "H", "H", "H", "C", "C", "O", "S", "O", "O", "O", "H", "H", "H", "H", "C", "C", "O", "S", "O", "O", "O", "H", "H", "H", "H", "C", "C", "O", "S", "O", "O", "O", "H", "H", "H", "H"], "positions_angstrom": [[4.11499, -2.86904, 0.47672], [3.58407, -1.51806, -0.02935], [3.62673, -0.35039, 0.94775], [2.38417, -0.79848, 2.66090], [3.09591, 1.44469, 0.02585], [2.64586, 1.01949, -1.90864], [4.79027, 2.60748, 0.04407], [5.74583, 2.40598, -1.13150], [6.52057, 1.09639, -0.97957], [6.60171, 0.01355, -2.61184], [1.68554, 2.51269, 1.03299], [0.25675, 1.95950, 1.16204], [-0.16245, 1.01931, 0.03922], [-1.60613, 0.51224, 0.16291], [-1.73393, -0.98616, -0.10529], [-1.18427, -1.39962, -1.46256], [-1.67549, -0.54178, -2.47731], [-0.80551, -0.30976, -3.56716], [3.96561, -2.96605, 1.55394], [5.17668, -2.98550, 0.25275], [3.58760, -3.70517, 0.01134], [2.57104, -1.63924, -0.42115], [4.21266, -1.19735, -0.86808], [4.63543, -0.27453, 1.34743], [2.18130, 1.86630, -2.42092], [1.95249, 0.17503, -1.96174], [3.53663, 0.72924, -2.47454], [5.34724, 2.49701, 0.98353], [4.41709, 3.63794, 0.02682], [5.22110, 2.42107, -2.08860], [6.49515, 3.20803, -1.17966], [7.56178, 1.25959, -0.71902], [6.07265, 0.45183, -0.22987], [2.08425, 2.66274, 2.04367], [1.66959, 3.50553, 0.57135], [0.14602, 1.41852, 2.10754], [-0.47931, 2.77529, 1.19832], [0.52379, 0.16619, 0.03380], [-0.02055, 1.52872, -0.91722], [-2.26036, 1.05588, -0.52177], [-1.97327, 0.72283, 1.17222], [-1.14264, -1.51856, 0.64752], [-2.76987, -1.32354, -0.00557], [-1.47964, -2.43296, -1.68853], [-0.09077, -1.37059, -1.43470], [0.09961, -0.91479, -3.49744], [-0.49930, 0.73822, -3.58656], [-1.32576, -0.54623, -4.49871], [2.97932, 0.40681, 6.97785], [1.70192, 0.03753, 6.25810], [0.67208, 0.37379, 7.22106], [1.10832, 1.63377, 8.07875], [0.52175, 2.82095, 7.57342], [0.95727, 1.29986, 9.45264], [2.64755, 1.62312, 7.67825], [3.26724, -0.34807, 7.71162], [3.80126, 0.60711, 6.29639], [1.63809, -1.01885, 6.02800], [1.56567, 0.63155, 5.35470], [-4.59050, 1.42063, -2.70984], [-5.88852, 0.80355, -3.17924], [-6.83003, 1.16757, -2.14030], [-6.47116, 2.61060, -1.57380], [-7.27538, 3.59433, -2.21154], [-6.44726, 2.53277, -0.15783], [-5.00414, 2.69733, -2.16376], [-4.10693, 0.83561, -1.92834], [-3.88739, 1.59836, -3.51737], [-5.84668, -0.27893, -3.24233], [-6.23338, 1.22112, -4.12243], [-1.55363, -3.81339, 6.84577], [-0.75609, -4.31119, 8.03578], [0.38075, -4.95025, 7.43233], [0.80637, -4.16130, 6.10903], [1.83783, -3.23639, 6.41806], [0.96095, -5.10138, 5.06453], [-0.54750, -3.34312, 5.93876], [-2.11713, -4.61578, 6.36775], [-2.21037, -2.98228, 7.08596], [-1.28661, -5.05018, 8.62903], [-0.41490, -3.49082, 8.66897], [6.00298, -2.61465, 4.65206], [7.05384, -3.54140, 4.07146], [7.51680, -2.85159, 2.90506], [7.49431, -1.27476, 3.15617], [8.78445, -0.82390, 3.53894], [6.81292, -0.67260, 2.07451], [6.57102, -1.30659, 4.45740], [5.04683, -2.67462, 4.12837], [5.85046, -2.77104, 5.71673], [6.65259, -4.50415, 3.76795], [7.89337, -3.68075, 4.75576], [4.95733, 7.67989, -3.19625], [6.16979, 6.79978, -2.95885], [5.61642, 5.61367, -2.38713], [4.17977, 5.30713, -3.01848], [4.30416, 4.38697, -4.08696], [3.25935, 5.11025, -1.96597], [3.95962, 6.76752, -3.66046], [4.61388, 8.15107, -2.27339], [5.11938, 8.43237, -3.96384], [6.87474, 7.22279, -2.24840], [6.67928, 6.55019, -3.89180], [-9.87552, -0.09158, -3.36192], [-10.94448, 0.53128, -4.24005], [-10.20465, 1.06680, -5.34976], [-8.94137, 0.14653, -5.66110], [-9.23365, -0.72125, -6.74411], [-7.78564, 0.96313, -5.66664], [-8.97601, -0.69386, -4.31006], [-9.32979, 0.65234, -2.78038], [-10.25698, -0.87375, -2.71210], [-11.47216, 1.34894, -3.75808], [-11.65270, -0.21220, -4.60956], [-7.40888, -4.11320, -6.73082], [-6.44152, -5.11665, -6.13137], [-5.49718, -4.29559, -5.42980], [-6.22693, -3.00994, -4.82960], [-6.56549, -3.22734, -3.47042], [-5.49591, -1.86080, -5.21851], [-7.55754, -3.13180, -5.69757], [-7.00287, -3.63314, -7.62207], [-8.38681, -4.53436, -6.94571], [-5.90281, -5.69396, -6.87707], [-6.93409, -5.78317, -5.42152]], "forces_ev_per_angstrom": [[-0.08, -0.02, -0.08], [0.11, -0.14, 0.22], [0.02, 0.06, -0.75], [0.00, -0.12, 0.38], [0.16, 0.29, 0.00], [0.03, -0.19, 0.09], [-0.20, 0.01, -0.02], [0.32, 0.04, 0.07], [-0.07, 0.07, 0.11], [0.04, -0.04, -0.10], [-0.01, -0.28, 0.17], [-0.09, 0.17, -0.08], [-0.07, 0.02, -0.03], [0.02, 0.01, 0.05], [0.09, 0.00, -0.04], [0.04, -0.10, 0.06], [-0.19, 0.12, -0.01], [-0.02, -0.01, 0.01], [0.03, -0.02, 0.02], [0.05, 0.05, 0.11], [0.04, -0.01, -0.06], [-0.01, 0.05, -0.03], [-0.15, -0.01, -0.13], [-0.10, 0.00, 0.34], [0.01, 0.05, 0.02], [-0.08, -0.01, -0.07], [0.00, 0.05, -0.03], [-0.01, 0.01, 0.03], [0.06, 0.03, 0.03], [-0.11, -0.05, 0.05], [-0.04, 0.03, -0.12], [0.01, -0.03, 0.05], [-0.05, -0.08, -0.06], [0.04, 0.11, -0.01], [0.00, -0.02, -0.09], [0.02, -0.03, 0.00], [0.00, 0.01, 0.07], [0.06, 0.01, 0.03], [0.06, -0.08, -0.07], [0.01, 0.05, 0.02], [-0.02, -0.06, 0.01], [-0.08, -0.09, 0.01], [-0.04, 0.08, 0.00], [0.05, -0.03, 0.02], [0.01, 0.11, -0.07], [0.01, -0.04, -0.04], [0.01, 0.04, 0.03], [0.03, -0.03, -0.03], [0.08, -0.18, 0.04], [0.06, 0.21, -0.23], [0.01, -0.13, 0.02], [0.08, -0.10, -0.02], [-0.04, 0.13, -0.01], [-0.05, -0.03, 0.11], [0.00, 0.04, -0.08], [-0.01, -0.01, -0.02], [-0.02, 0.11, 0.01], [-0.11, -0.02, 0.07], [-0.06, 0.02, 0.02], [0.06, -0.18, 0.14], [0.08, -0.03, -0.17], [0.01, -0.10, 0.04], [0.08, -0.05, -0.05], [-0.06, 0.10, -0.04], [-0.04, 0.00, 0.12], [-0.03, 0.02, -0.07], [0.02, 0.03, 0.00], [0.00, 0.13, 0.02], [-0.06, 0.00, 0.08], [0.06, -0.01, 0.04], [-0.09, -0.07, 0.03], [-0.01, 0.10, 0.08], [-0.08, -0.07, -0.04], [-0.15, 0.03, 0.11], [0.18, 0.03, -0.02], [0.08, -0.12, -0.06], [0.05, 0.08, -0.04], [0.01, 0.00, 0.00], [0.05, 0.05, -0.04], [0.05, -0.06, -0.02], [-0.01, 0.01, -0.01], [-0.16, -0.06, -0.08], [0.02, -0.08, 0.13], [-0.06, -0.01, -0.03], [-0.11, -0.12, 0.03], [0.08, 0.04, 0.11], [0.05, 0.12, -0.15], [0.09, -0.01, 0.06], [0.03, 0.03, -0.06], [0.04, 0.12, 0.03], [0.00, 0.03, -0.10], [-0.02, -0.01, 0.02], [0.00, 0.05, 0.09], [0.07, 0.03, -0.10], [-0.04, 0.01, 0.11], [0.06, 0.12, -0.02], [-0.04, -0.06, -0.11], [-0.08, -0.07, 0.10], [0.06, -0.01, -0.09], [0.02, -0.01, 0.01], [-0.04, -0.03, -0.04], [-0.02, -0.05, 0.05], [-0.01, 0.01, 0.00], [0.03, 0.15, 0.12], [-0.05, -0.06, 0.05], [0.00, 0.03, 0.06], [-0.06, -0.05, 0.29], [0.04, -0.06, -0.12], [0.06, 0.18, -0.37], [-0.12, -0.16, -0.07], [-0.01, 0.00, -0.02], [0.05, -0.06, -0.04], [0.04, 0.05, -0.04], [0.00, 0.00, 0.00], [0.06, 0.02, -0.13], [-0.08, -0.08, 0.02], [0.05, 0.03, -0.07], [-0.10, -0.10, -0.11], [-0.04, 0.04, 0.13], [0.11, 0.10, 0.02], [-0.06, -0.07, 0.12], [0.01, -0.01, 0.00], [-0.03, 0.05, 0.06], [0.07, 0.04, 0.02], [-0.01, 0.01, 0.00]], "lowdin_charge": [-0.1363, -0.4097, -0.7132, 0.8542, 0.3633, -0.1700, -0.2375, -0.3788, -0.5863, 0.5719, -0.2512, -0.3199, -0.2396, -0.1966, -0.1796, -0.2379, -0.2064, -0.0995, 0.0056, 0.0647, 0.0609, 0.0785, 0.0759, -0.0222, -0.0027, -0.0318, -0.0286, 0.0516, 0.0312, 0.0619, 0.0867, 0.0487, 0.0162, 0.0341, 0.0411, 0.0616, 0.1004, 0.0721, 0.1106, 0.0905, 0.1074, 0.1128, 0.1044, 0.1183, 0.1006, 0.0817, 0.0847, 0.0769, -0.1431, -0.1840, -0.1943, 0.5733, -0.2201, -0.2405, -0.1897, 0.1322, 0.1356, 0.0801, 0.0904, -0.1243, -0.1453, -0.2044, 0.5729, -0.2346, -0.2239, -0.1800, 0.1179, 0.1410, 0.1163, 0.1058, -0.1491, -0.1548, -0.1908, 0.5834, -0.2344, -0.2040, -0.1822, 0.1339, 0.1380, 0.1331, 0.1354, -0.1515, -0.1607, -0.1880, 0.5865, -0.2225, -0.2100, -0.1925, 0.1109, 0.1327, 0.1351, 0.1302, -0.1702, -0.1652, -0.1935, 0.5866, -0.2102, -0.1999, -0.1945, 0.1323, 0.1301, 0.1335, 0.1327, -0.1362, -0.1487, -0.1814, 0.5855, -0.2185, -0.2093, -0.1979, 0.1253, 0.1387, 0.1362, 0.1315, -0.1491, -0.1548, -0.1822, 0.5809, -0.2116, -0.2082, -0.2052, 0.1378, 0.1363, 0.1347, 0.1332]}